A 15-piece molecular cluster, C80H186B5F20N10O3 overall at a distorted geometry. Source: the OMol25 dataset; level of theory: ωB97M-V/def2-TZVPD.

Its net charge is +5. Its orbital gap is 9.9 eV. The energy above the lowest of the compared OMol25 structures with the same formula, charge and spin comes out at 0.000 eV. As for the LUMO energy: -7.40 eV. The calculation puts the HOMO energy at -17.3041 eV.

XYZ file:
```
304
Properties=species:S:1:pos:R:3:lowdin_charge:R:1
C 5.08519 -2.89665 0.05387 -0.08
C 6.00166 -3.47468 -1.04591 -0.21
C 5.16158 -4.35146 -1.92522 -0.18
N 5.62368 -5.05017 -3.17045 -0.23
C 4.38315 -5.71760 -3.78105 0.05
C 6.22112 -3.99394 -4.05167 -0.12
C 7.69085 -4.21470 -4.09970 -0.13
C 7.83246 -5.71191 -3.87763 -0.14
C 6.77252 -6.13178 -2.86323 -0.02
H 4.49975 -2.05051 -0.37558 0.08
H 5.70146 -2.50944 0.88552 0.09
H 4.41192 -3.57233 0.49007 0.04
H 6.80454 -3.99798 -0.51718 0.11
H 6.50488 -2.68763 -1.61444 0.12
H 4.33757 -3.72851 -2.33994 0.12
H 4.70123 -5.15479 -1.27556 0.15
H 3.74464 -4.91547 -4.20563 0.11
H 3.93368 -6.27627 -2.96979 0.10
H 4.68626 -6.45584 -4.51106 0.11
H 5.71271 -4.12825 -5.03449 0.15
H 5.85070 -3.08967 -3.61471 0.10
H 8.23354 -3.77553 -4.94061 0.14
H 8.09518 -3.66958 -3.27147 0.11
H 7.75031 -6.28266 -4.78821 0.12
H 8.81770 -5.96961 -3.47662 0.13
H 6.40847 -7.12384 -2.95029 0.12
H 7.14110 -5.87730 -1.85306 0.13
C -5.13990 -0.43490 -1.15287 -0.08
C -5.42130 0.95147 -1.68014 -0.22
C -5.48630 0.96345 -3.22489 -0.09
N -5.81682 2.35532 -3.79671 -0.26
C -4.85713 3.45196 -3.37400 0.06
C -7.27995 2.70340 -3.54887 -0.10
C -7.62999 3.66333 -4.67281 -0.13
C -6.67746 3.32918 -5.82635 -0.13
C -5.75660 2.21480 -5.30426 -0.09
H -5.11583 -0.58083 -0.07351 0.08
H -4.21060 -0.77031 -1.57809 0.05
H -5.83692 -1.13511 -1.59608 0.09
H -4.60142 1.62111 -1.36765 0.08
H -6.33579 1.32900 -1.27434 0.10
H -6.31450 0.30099 -3.61478 0.15
H -4.54263 0.61470 -3.67630 0.13
H -3.88430 2.99566 -3.47434 0.08
H -5.13112 3.84800 -2.40139 0.11
H -4.98029 4.21597 -4.16706 0.11
H -7.36724 3.14086 -2.55568 0.13
H -7.87282 1.82407 -3.60198 0.13
H -7.54669 4.71040 -4.31812 0.13
H -8.68001 3.44905 -4.94334 0.13
H -6.04798 4.18941 -5.99222 0.10
H -7.10425 3.14101 -6.80926 0.13
H -4.74243 2.35658 -5.65245 0.14
H -6.16420 1.26445 -5.47543 0.11
C 2.24926 -3.18468 3.06007 -0.08
C 2.76930 -3.66488 4.40534 -0.21
C 4.22874 -3.94882 4.28319 -0.15
N 4.90247 -4.57298 5.45205 -0.28
C 4.65452 -6.05480 5.41604 0.04
C 4.35020 -4.01065 6.75345 -0.10
C 5.43357 -4.13480 7.77706 -0.11
C 6.70266 -4.55948 6.97979 -0.14
C 6.36292 -4.25753 5.58480 -0.12
H 1.28361 -2.73404 3.23219 0.06
H 2.21018 -3.88352 2.22147 0.08
H 2.89773 -2.40129 2.67169 0.07
H 2.28411 -4.55038 4.73219 0.10
H 2.52229 -2.87053 5.15024 0.12
H 4.82012 -3.04013 4.19523 0.14
H 4.55659 -4.53186 3.43609 0.13
H 3.64372 -6.35624 5.74117 0.12
H 5.28249 -6.60382 6.07688 0.10
H 4.75382 -6.34018 4.36156 0.12
H 3.37889 -4.54504 6.90355 0.15
H 4.14096 -2.98730 6.49386 0.12
H 5.20458 -4.97775 8.46367 0.13
H 5.56579 -3.27445 8.47183 0.14
H 6.99197 -5.59977 7.02437 0.12
H 7.52073 -3.94729 7.29427 0.13
H 6.98001 -4.79167 4.84269 0.16
H 6.36331 -3.19343 5.40361 0.14
C -0.31308 -1.21210 -9.77269 -0.08
C -0.21837 -1.44682 -8.25505 -0.25
C -1.06322 -2.63198 -7.80059 -0.13
N -1.35346 -2.76763 -6.33629 -0.25
C -0.13744 -2.34094 -5.49726 0.04
C -2.55840 -1.99572 -5.95155 -0.10
C -3.76570 -2.90259 -6.39288 -0.09
C -3.08799 -4.27589 -6.68391 -0.14
C -1.74800 -4.22849 -6.00182 -0.06
H 0.43030 -0.51134 -10.14786 0.07
H -1.31385 -0.77907 -9.99155 0.09
H -0.19678 -2.10407 -10.41792 0.09
H -0.48973 -0.51477 -7.73647 0.10
H 0.80055 -1.60870 -7.94747 0.09
H -0.62819 -3.54980 -8.18323 0.15
H -1.98356 -2.37490 -8.31007 0.13
H -0.32261 -2.64332 -4.43559 0.11
H -0.01260 -1.24441 -5.55262 0.10
H 0.74106 -2.77721 -5.94376 0.10
H -2.53185 -1.91382 -4.85412 0.11
H -2.54440 -0.97368 -6.33998 0.13
H -4.40836 -2.91308 -5.54569 0.09
H -4.32507 -2.44197 -7.18305 0.11
H -3.66436 -5.10592 -6.28509 0.13
H -2.99765 -4.43157 -7.75349 0.11
H -1.90828 -4.30547 -4.93669 0.11
H -0.97225 -4.87122 -6.40904 0.14
C 0.55312 -4.98818 -0.88367 -0.06
C -0.44832 -4.64195 0.22963 -0.23
C -1.38069 -5.72126 0.60891 -0.14
N -2.22863 -5.45232 1.82839 -0.26
C -2.97336 -4.08739 1.76627 0.07
C -1.47707 -5.45275 3.18147 -0.08
C -2.60530 -5.69235 4.18303 -0.14
C -3.67165 -6.54935 3.40387 -0.11
C -3.22592 -6.57234 1.94115 -0.10
H 1.02970 -5.95092 -0.57278 0.09
H 1.37416 -4.24049 -0.93884 0.07
H 0.17200 -4.98178 -1.86330 0.05
H -1.06041 -3.77023 0.01873 0.09
H 0.09069 -4.36192 1.14481 0.10
H -0.93240 -6.67293 0.88804 0.13
H -2.19492 -6.00643 -0.07470 0.15
H -2.22917 -3.26695 1.89629 0.10
H -3.60215 -4.06976 2.60637 0.08
H -3.52593 -4.02843 0.85357 0.09
H -1.00126 -4.48389 3.41550 0.13
H -0.78586 -6.31057 3.12084 0.14
H -2.95311 -4.77940 4.66136 0.11
H -2.32527 -6.29273 5.02376 0.11
H -4.68594 -6.19668 3.55891 0.12
H -3.67785 -7.57943 3.76479 0.12
H -3.96226 -6.38219 1.14435 0.15
H -2.65323 -7.47737 1.66700 0.14
C 3.54185 2.75177 -3.26753 -0.09
C 3.62282 2.30358 -4.69320 -0.24
C 2.28519 2.57282 -5.41883 -0.09
N 2.21640 2.39211 -6.96655 -0.23
C 0.85779 2.57223 -7.43490 -0.01
C 3.20531 3.43024 -7.59362 -0.06
C 4.16503 2.57628 -8.41365 -0.13
C 4.24453 1.27485 -7.63203 -0.14
C 2.77491 1.00218 -7.29996 -0.06
H 4.49596 2.52072 -2.79702 0.09
H 2.67393 2.20015 -2.75946 0.10
H 3.46155 3.85452 -3.22873 0.07
H 3.78285 1.22382 -4.60152 0.10
H 4.45217 2.79474 -5.19822 0.11
H 2.00602 3.61001 -5.24086 0.14
H 1.59349 1.92531 -4.92116 0.10
H 0.83034 2.61327 -8.53322 0.12
H 0.46021 3.52458 -7.05613 0.12
H 0.23559 1.78324 -7.02122 0.10
H 2.63401 4.11184 -8.20213 0.13
H 3.68834 3.92734 -6.75955 0.12
H 3.67001 2.37563 -9.36192 0.13
H 5.09160 3.10401 -8.47493 0.12
H 4.63997 0.50527 -8.24878 0.11
H 4.96194 1.30200 -6.81396 0.12
H 2.27663 0.64327 -8.19513 0.12
H 2.63168 0.32998 -6.47196 0.11
C -3.06098 2.18791 1.20554 -0.07
C -1.60459 1.75880 0.98198 -0.21
C -1.58235 0.57698 0.03725 -0.11
N -0.22765 0.01288 -0.26771 -0.20
C -0.33741 -1.04768 -1.38904 0.06
C 0.45133 -0.67439 0.93648 -0.06
C 1.90980 -0.80251 0.49371 -0.14
C 2.04134 0.15070 -0.70342 -0.14
C 0.82890 1.03939 -0.62105 -0.09
H -3.07784 3.10542 1.80763 0.06
H -3.65585 1.43042 1.70786 0.06
H -3.55890 2.37941 0.23079 0.07
H -1.21564 1.51477 1.98750 0.11
H -1.04847 2.62352 0.64977 0.09
H -2.00124 0.91167 -0.95415 0.14
H -2.16072 -0.29147 0.43980 0.14
H 0.45934 -1.81327 -1.35417 0.10
H -0.37873 -0.54041 -2.35148 0.11
H -1.24440 -1.57882 -1.23806 0.07
H -0.02418 -1.59401 1.17924 0.10
H 0.33768 0.03465 1.78207 0.13
H 2.07995 -1.84175 0.21484 0.09
H 2.60747 -0.56141 1.27935 0.09
H 2.03174 -0.36543 -1.63521 0.08
H 2.99552 0.73541 -0.69020 0.14
H 0.48077 1.51988 -1.52618 0.12
H 0.87933 1.72168 0.20405 0.10
C -6.35652 -0.44974 4.00316 -0.05
C -5.94367 0.95647 4.30123 -0.14
N -5.74958 1.19613 5.77788 -0.26
C -4.73086 0.36315 6.32816 -0.02
C -5.26369 2.63523 5.93656 -0.16
C -3.92309 2.88331 5.42172 -0.07
C -7.00613 1.04911 6.56199 -0.11
C -8.36724 1.51211 6.06896 -0.17
O -8.31674 2.92099 5.72067 -0.21
C -9.57157 3.37743 5.18085 -0.05
H -7.32062 -0.70823 4.52818 0.10
H -5.63838 -1.25463 4.12736 0.08
H -6.55496 -0.52620 2.91061 0.10
H -6.62342 1.67450 3.83970 0.15
H -4.91111 1.06830 3.97653 0.11
H -4.50120 0.72045 7.29548 0.12
H -3.84632 0.40204 5.72514 0.07
H -4.92359 -0.67755 6.31414 0.11
H -5.34960 2.84292 6.99179 0.14
H -6.01019 3.27908 5.48707 0.13
H -3.77412 3.95073 5.59832 0.10
H -3.84848 2.78915 4.34461 0.07
H -3.09434 2.34102 5.86372 0.07
H -6.82381 1.45154 7.51638 0.12
H -7.15182 0.01190 6.89492 0.15
H -9.12270 1.24242 6.86004 0.16
H -8.63823 0.95396 5.15741 0.12
H -10.37252 2.93974 5.76052 0.10
H -9.58377 3.10596 4.16590 0.07
H -9.55759 4.46078 5.23082 0.10
C 4.22758 3.80702 7.56997 -0.04
C 3.07579 3.10834 6.82459 -0.16
N 1.75895 3.79327 6.87387 -0.25
C 1.20000 3.61699 8.29644 0.05
C 1.84432 5.27237 6.61506 -0.18
C 2.21568 5.56834 5.20988 -0.06
C 0.79346 3.21871 5.89004 -0.09
C 0.06736 1.92351 6.19642 -0.23
O 0.86349 0.80310 6.31294 -0.18
C 1.34904 0.24002 5.06797 -0.03
H 4.57423 4.73925 7.10561 0.09
H 5.07643 3.11173 7.63506 0.10
H 4.08534 3.99816 8.63467 0.08
H 2.89256 2.09978 7.26955 0.14
H 3.31545 2.92363 5.77865 0.12
H 1.88698 4.09357 8.97783 0.10
H 1.22926 2.60317 8.55302 0.09
H 0.27967 4.18227 8.38065 0.12
H 2.58939 5.68597 7.29235 0.13
H 0.90036 5.74498 6.92455 0.15
H 1.48260 5.17364 4.48481 0.07
H 3.19909 5.20809 4.89107 0.10
H 2.20378 6.63279 5.09321 0.09
H 1.33993 3.01370 4.94696 0.13
H 0.05990 3.93538 5.66801 0.12
H -0.67431 1.72582 5.42181 0.11
H -0.50490 1.97703 7.13327 0.13
H 0.63389 0.51221 4.28545 0.08
H 1.44632 -0.83511 5.24985 0.08
H 2.33724 0.67946 4.90306 0.08
C 0.58593 4.81664 -1.78943 -0.05
C 1.09209 6.17262 -1.41642 -0.15
N 2.01837 6.11435 -0.24768 -0.27
C 3.20942 5.34969 -0.60403 -0.01
C 2.47927 7.57345 0.16323 -0.11
C 3.32707 8.26147 -0.91151 -0.05
C 1.39321 5.54878 1.00283 -0.10
C 0.17197 6.20711 1.56149 -0.19
O -0.95935 5.81444 0.79833 -0.20
C -2.21335 6.06594 1.37877 -0.09
H 1.34832 4.08582 -2.02903 0.06
H -0.01880 4.87459 -2.71665 0.11
H -0.09141 4.36192 -1.07872 0.07
H 0.30200 6.86331 -1.07777 0.14
H 1.67203 6.60595 -2.25146 0.13
H 4.01967 5.54612 0.12959 0.14
H 3.45279 5.65115 -1.62286 0.10
H 2.99493 4.26578 -0.50724 0.10
H 3.09614 7.39787 1.06169 0.14
H 1.60651 8.20086 0.37372 0.13
H 3.50000 9.21975 -0.48501 0.09
H 2.81579 8.39507 -1.85254 0.08
H 4.30199 7.84672 -1.08003 0.08
H 2.15914 5.65276 1.82321 0.16
H 1.13889 4.51137 0.85574 0.11
H 0.20700 7.26777 1.68329 0.12
H 0.13203 5.83195 2.57987 0.12
H -2.27541 7.14845 1.52808 0.10
H -2.38763 5.55788 2.33723 0.08
H -2.97491 5.72808 0.67855 0.09
B 3.12473 -1.67882 -3.92962 -1.26
F 4.10697 -1.00409 -3.10080 0.06
F 3.73233 -2.47768 -4.91237 0.11
F 2.48956 -2.60024 -3.07100 0.08
F 2.25887 -0.73124 -4.45629 0.13
B 2.70472 2.41505 2.28592 -1.36
F 2.86932 1.05794 2.43376 0.13
F 1.36232 2.72293 2.53359 0.11
F 3.55375 3.06593 3.17779 0.13
F 2.98333 2.72356 0.95178 0.11
B -3.07940 -3.51181 -2.59328 -1.34
F -3.43339 -4.33564 -3.59235 0.19
F -3.61817 -2.25175 -2.86234 0.10
F -3.56192 -3.85709 -1.33197 0.12
F -1.65252 -3.46121 -2.51769 0.08
B -2.31425 -0.82503 3.84905 -1.35
F -2.03369 0.47324 4.18815 0.14
F -1.09803 -1.56062 3.68196 0.07
F -3.05234 -1.35769 4.86735 0.14
F -3.08294 -0.99657 2.67999 0.10
B -1.26547 1.87141 -3.96407 -1.29
F -0.04090 1.24329 -3.78103 0.11
F -1.84058 2.34484 -2.74405 0.07
F -1.05836 2.98748 -4.81306 0.09
F -2.11863 0.90757 -4.50157 0.12
```